Entry 1:
Entry from the Open Molecules 2025 dataset: a molecular structure, C10H16BCl3F4OPt in a non-equilibrium geometry (the ωB97M-V functional and the def2-TZVPD basis).

Computed properties:
**HOMO-LUMO gap (spin up / spin down)**: 5.33 / 5.97 eV
**HOMO energy (spin up / spin down)**: -0.79 / -3.23 eV
**Charge**: -2
**LUMO level (spin up / spin down)**: 0.167 / 0.101 hartree
**E_tot**: -2390.33024 Ha
**Multiplicity**: 5

```
36
C10H16BCl3F4OPt | the Open Molecules 2025 dataset | the ωB97M-V functional and the def2-TZVPD basis
C 0.645 -0.339 -2.036
C 1.818 -0.456 -1.272
C 1.853 0.570 -0.283
C 2.873 -1.475 -1.500
C 0.608 1.355 -0.405
C -0.068 0.863 -1.663
C -1.099 1.479 -2.311
C 0.144 -1.322 -3.014
C 3.047 0.927 0.501
C 0.459 2.756 0.021
Pt -0.118 -0.023 1.072
Cl 1.188 -1.920 1.694
Cl -1.543 -1.424 -0.078
Cl 0.598 1.338 2.819
H 2.431 -2.440 -1.779
H 3.476 -1.632 -0.601
H 3.552 -1.178 -2.316
H 3.458 0.050 1.015
H 2.809 1.663 1.270
H 3.823 1.326 -0.170
H 0.849 2.834 1.038
H -0.605 2.998 0.044
H 0.992 3.418 -0.667
H -1.567 2.372 -1.892
H -3.299 0.693 -1.907
H -1.438 1.073 -3.264
H 0.298 -2.347 -2.646
H 0.629 -1.241 -3.995
H -0.931 -1.171 -3.162
O -3.984 0.148 -1.477
H -3.467 -0.602 -1.109
F -4.181 -1.394 4.389
B -3.485 -1.659 5.611
F -2.085 -1.803 5.357
F -3.682 -0.570 6.520
F -3.996 -2.864 6.193
```

---

Entry 2:
Entry from the Open Molecules 2025 dataset: a molecular structure, C10H16CdN2P in a non-equilibrium geometry (the ωB97M-V functional and the def2-TZVPD basis).

Computed properties:
**HOMO-LUMO gap (spin up / spin down)**: 3.15 / 3.12 eV
**HOMO energy (spin up / spin down)**: -0.42 / -0.39 eV
**Charge**: -1
**LUMO level (spin up / spin down)**: 0.100 / 0.100 hartree
**E_tot**: -1008.87407 Ha
**Relative energy (zero: lowest compared OMol25 entry of this formula, charge and spin)**: 43.1 kcal per mole

```
30
C10H16CdN2P | the Open Molecules 2025 dataset | the ωB97M-V functional and the def2-TZVPD basis
C -1.816 2.094 0.255
C -1.417 3.266 -0.376
C -0.025 3.694 -0.364
C 0.917 3.297 0.692
C 0.600 2.235 1.518
Cd 0.089 1.457 -0.471
P -2.414 0.157 -1.872
H -2.849 1.695 0.366
H -2.119 3.961 -0.906
H 0.190 4.682 -0.761
H 1.157 1.730 2.342
H 1.858 3.888 0.841
H -1.500 -0.530 -2.751
H -3.632 0.302 -2.640
H -2.651 -0.901 -0.935
C 0.075 -3.682 2.016
C 0.303 -2.609 1.036
C 1.375 -2.519 0.149
C 1.272 -1.292 -0.512
N 0.111 -0.719 -0.136
N -0.437 -1.499 0.857
C 2.272 -0.683 -1.431
H 0.028 -4.635 1.463
H 0.957 -3.713 2.679
H -0.837 -3.541 2.610
H 2.173 -3.227 0.009
H -1.323 -1.256 1.327
H 3.252 -0.681 -0.923
H 2.342 -1.326 -2.324
H 2.052 0.354 -1.762
```

---

Entry 3:
Entry from the Open Molecules 2025 dataset: C10H16Cl2N2O3 in the gas phase in a non-equilibrium geometry (the ωB97M-V functional and the def2-TZVPD basis).

Computed properties:
**HOMO-LUMO gap**: 9.88 eV
**HOMO energy**: -9.31 eV
**LUMO level**: 0.021 hartree
**E_tot**: -1646.27319 Ha

```
33
C10H16Cl2N2O3 | the Open Molecules 2025 dataset | the ωB97M-V functional and the def2-TZVPD basis
C 0.653 -2.275 -1.866
C 0.906 -2.042 -0.392
O 0.660 -2.886 0.425
N 1.479 -0.793 0.042
C 2.494 -0.270 -0.886
C 0.518 0.181 0.597
C -0.384 0.918 -0.426
C -1.832 0.485 -0.612
C -2.536 1.400 -1.598
O -1.849 -0.856 -1.115
C 1.370 1.291 1.280
O 2.077 2.074 0.709
N 1.150 1.317 2.660
C -0.123 0.680 2.915
Cl -1.480 1.843 2.741
C -0.106 -0.435 1.876
Cl -1.605 -1.374 1.883
H 0.790 -1.389 -2.483
H 1.318 -3.070 -2.217
H -0.375 -2.618 -1.966
H 2.169 0.612 -1.443
H 2.764 -1.052 -1.594
H 3.394 0.002 -0.333
H 0.102 0.853 -1.405
H -0.389 1.983 -0.172
H -2.352 0.532 0.349
H -3.581 1.101 -1.703
H -2.490 2.443 -1.276
H -2.064 1.321 -2.582
H -2.348 -1.409 -0.504
H 1.198 2.288 2.955
H -0.189 0.270 3.920
H 0.661 -1.128 2.226
```

---

Entry 4:
Entry from the Open Molecules 2025 dataset: a molecular structure, C10H16Cl3GeMoS3SbSi2 (the ωB97M-V functional and the def2-TZVPD basis).

Computed properties:
**HOMO-LUMO gap**: 6.54 eV
**HOMO energy**: -15.13 eV
**Charge**: +2
**LUMO level**: -0.316 hartree
**E_tot**: -5929.74218 Ha
**Relative energy (zero: lowest compared OMol25 entry of this formula, charge and spin)**: 0.6 kcal per mole

```
37
C10H16Cl3GeMoS3SbSi2 | the Open Molecules 2025 dataset | the ωB97M-V functional and the def2-TZVPD basis
Mo -0.113 -0.519 -1.038
C -2.044 -3.612 -0.118
Si -1.874 -1.840 0.389
C -1.439 -1.748 2.196
C -3.210 -0.706 -0.275
C -4.222 -1.371 -0.979
C -5.267 -0.689 -1.582
C -5.303 0.693 -1.536
C -4.297 1.380 -0.873
C -3.251 0.710 -0.227
Si -2.191 1.883 0.745
C -1.973 3.536 -0.048
C -2.461 1.949 2.569
H -2.867 -4.058 0.449
H -1.137 -4.152 0.162
H -2.230 -3.779 -1.176
H -2.242 -2.230 2.761
H -1.309 -0.737 2.575
H -0.525 -2.311 2.397
H -4.205 -2.451 -1.054
H -6.045 -1.238 -2.095
H -6.103 1.238 -2.019
H -4.337 2.463 -0.870
H -2.888 4.124 0.063
H -1.753 3.450 -1.114
H -1.175 4.098 0.439
H -3.393 2.504 2.724
H -1.668 2.499 3.079
H -2.588 0.976 3.039
S 4.150 1.546 0.393
Sb 2.852 0.181 1.381
S -0.039 1.018 0.527
S 1.631 -1.637 -0.890
Cl 0.772 0.233 -5.005
Ge -0.520 0.428 -3.371
Cl -1.327 -1.701 -2.824
Cl -2.203 1.575 -3.899
```

---

Q: Among the records above, which one has the highest E_tot?
A: C10H16CdN2P

---

Q: Which formula does entry 4 have?
A: C10H16Cl3GeMoS3SbSi2

---

Q: What is the E_tot in the second record?
A: -1008.87407 Ha

---

Q: Look up the E_tot of the fourth one.
A: -5929.74218 Ha